# 1
A cluster of 2 separate species, C26H26N2O2 in total at a distorted geometry. Source: OMol25; level of theory: wB97M-V/def2-TZVPD.

Values from the calculation:
Frontier orbital gap: 2.539 eV
Relative energy (zero: lowest compared OMol25 entry of this formula, charge and spin): 110.28 kcal per mole
Total energy: -1266.25144 Eh
HOMO level: -4.859 eV
Net charge: 0
Maximum force: 0.0471 Eh/bohr

Structure (XYZ):
```
56
Properties=species:S:1:pos:R:3:forces:R:3:nbo_charge:R:1
C 2.141 -4.503 2.651 0.151 -0.205 -0.208 -0.623
C 2.202 -3.115 3.216 -0.297 0.424 -0.110 -0.080
O 1.148 -2.291 2.632 0.884 -0.707 0.450 -0.503
C 1.451 -0.988 2.624 -1.210 2.055 -0.420 0.742
C 0.265 -0.069 2.459 1.597 -1.041 -0.186 0.002
C 0.517 1.371 2.626 0.245 0.547 0.098 -0.675
N -0.910 -0.605 2.328 -0.949 -1.132 0.173 -0.398
C -2.078 -0.028 2.379 0.442 1.161 -0.111 -0.097
C -3.284 -0.813 2.361 -0.282 -0.189 -0.009 0.024
C -4.558 -0.246 2.602 0.490 -0.358 -0.138 -0.250
C -5.680 -1.063 2.657 0.164 -0.247 -0.104 -0.216
C -5.551 -2.446 2.453 0.016 0.077 -0.001 -0.247
C -4.293 -3.012 2.192 0.028 0.530 0.065 -0.215
C -3.166 -2.196 2.147 -0.568 -0.325 0.041 -0.223
O 2.582 -0.536 2.765 0.012 -0.411 0.008 -0.684
H 2.757 -5.139 3.288 -0.039 -0.143 -0.064 0.208
H 1.129 -4.912 2.611 0.091 0.108 0.042 0.217
H 2.585 -4.507 1.653 -0.217 -0.138 -0.012 0.204
H 2.052 -3.125 4.303 -0.007 0.118 -0.196 0.174
H 3.173 -2.664 2.989 -0.229 -0.010 0.193 0.206
H 1.587 1.535 2.464 -0.167 0.282 0.130 0.235
H -0.077 1.960 1.913 0.029 0.054 0.106 0.182
H 0.250 1.711 3.641 0.073 0.086 -0.211 0.213
H -2.165 1.067 2.487 -0.099 -0.220 0.077 0.136
H -4.618 0.831 2.755 -0.121 -0.203 0.020 0.202
H -6.659 -0.626 2.862 0.243 -0.167 -0.066 0.206
H -6.434 -3.082 2.500 0.169 0.127 -0.010 0.204
H -4.182 -4.083 2.030 -0.136 0.207 0.047 0.206
H -2.168 -2.591 1.968 -0.252 0.012 0.042 0.236
C 1.180 1.080 -5.225 0.010 -0.094 -0.314 -0.414
N 1.208 1.399 -3.799 -0.105 0.059 -0.166 -0.339
C 0.088 2.020 -3.276 -0.047 0.071 0.609 0.290
C -1.024 2.349 -4.069 -0.380 0.116 -0.216 -0.292
C -2.140 2.974 -3.508 0.547 -0.202 0.187 -0.148
C -2.169 3.294 -2.135 0.215 -0.061 0.190 -0.228
C -1.088 2.977 -1.331 -0.333 0.081 -0.257 -0.133
C 0.053 2.331 -1.873 -0.272 -0.014 -0.654 -0.146
C 1.141 1.986 -1.081 -0.073 0.091 0.481 -0.073
C 2.270 1.376 -1.614 0.379 -0.297 -0.704 -0.035
C 2.316 1.092 -3.026 0.147 0.027 0.606 0.198
C 3.491 0.513 -3.546 0.458 -0.218 0.012 -0.266
C 4.568 0.199 -2.712 -0.641 0.277 -0.074 -0.149
C 4.512 0.467 -1.330 -0.296 0.138 0.231 -0.224
C 3.374 1.041 -0.790 0.446 -0.185 -0.201 -0.156
H 2.087 0.556 -5.514 -0.298 0.135 0.040 0.224
H 0.325 0.434 -5.463 0.211 0.123 0.190 0.220
H 1.095 1.990 -5.835 0.084 -0.155 0.245 0.216
H -1.021 2.117 -5.136 -0.091 0.142 0.450 0.223
H -2.998 3.219 -4.135 0.308 -0.091 0.143 0.227
H -3.040 3.792 -1.708 0.262 -0.175 -0.141 0.230
H -1.073 3.212 -0.264 -0.101 -0.059 -0.343 0.230
H 1.128 2.239 -0.025 -0.036 -0.149 -0.028 0.239
H 3.593 0.298 -4.610 0.017 0.058 0.475 0.215
H 5.459 -0.262 -3.140 -0.288 0.176 0.088 0.226
H 5.358 0.223 -0.687 -0.285 0.037 -0.202 0.233
H 3.287 1.247 0.279 0.104 -0.127 -0.289 0.246
```
Positions in Å, forces in eV/Å.

---

# 2
An isolated molecule of C26H26N2O7. Source: OMol25; level of theory: wB97M-V/def2-TZVPD.

Values from the calculation:
Frontier orbital gap: 8.215 eV
Relative energy (zero: lowest compared OMol25 entry of this formula, charge and spin): 2.87 kcal per mole
Total energy: -1642.65065 Eh
HOMO level: -8.072 eV
Net charge: 0
SMILES: CCCCc1cc(=O)oc2cc(OCC(=O)N[C@@H](Cc3c[nH]c4ccc(O)cc34)C(=O)O)ccc12
Maximum force: 0.0187 Eh/bohr

Structure (XYZ):
```
61
Properties=species:S:1:pos:R:3:forces:R:3:nbo_charge:R:1
C 4.751 4.177 -3.645 -0.230 -0.011 -0.087 -0.609
C 3.386 3.538 -3.871 0.127 -0.161 0.082 -0.391
C 2.992 2.552 -2.770 -0.108 0.320 -0.100 -0.384
C 2.771 3.234 -1.415 0.111 -0.260 -0.178 -0.438
C 2.266 2.276 -0.378 0.433 -0.108 0.434 0.124
C 3.125 1.659 0.468 -0.212 0.283 -0.372 -0.348
C 2.691 0.778 1.528 0.411 -0.292 0.317 0.751
O 3.402 0.149 2.272 -0.235 0.184 -0.182 -0.581
O 1.334 0.687 1.727 0.021 -0.094 0.263 -0.482
C 0.453 1.270 0.890 -0.420 0.442 -0.745 0.437
C -0.892 1.090 1.198 -0.133 0.016 0.121 -0.396
C -1.864 1.550 0.329 0.559 0.166 -0.089 0.397
O -3.200 1.367 0.512 0.031 -0.114 -0.207 -0.510
C -3.681 1.020 1.796 -0.206 0.030 0.452 -0.168
C -3.483 -0.435 2.250 -0.045 0.304 -0.452 0.660
O -3.836 -0.795 3.351 -0.074 0.034 0.327 -0.617
N -2.925 -1.233 1.326 0.039 -0.274 -0.352 -0.633
C -2.502 -2.588 1.569 -0.106 -0.005 0.267 -0.156
C -2.388 -3.351 0.232 0.048 0.139 0.017 -0.405
C -1.859 -2.471 -0.855 -0.280 -0.165 -0.206 -0.132
C -2.607 -1.908 -1.854 0.002 -0.209 0.200 -0.016
N -1.826 -1.117 -2.644 -0.212 0.168 -0.327 -0.537
C -0.544 -1.150 -2.169 0.350 -0.160 0.385 0.172
C 0.606 -0.536 -2.647 0.045 -0.066 0.014 -0.237
C 1.778 -0.755 -1.965 0.104 -0.096 0.056 -0.262
C 1.816 -1.567 -0.819 -0.371 -0.128 -0.017 0.292
O 3.030 -1.702 -0.221 0.284 -0.046 0.055 -0.672
C 0.679 -2.194 -0.349 0.273 0.080 -0.039 -0.291
C -0.523 -1.988 -1.030 0.004 0.327 -0.442 -0.097
C -1.178 -2.668 2.334 -0.060 -0.257 0.002 0.797
O -0.559 -3.688 2.474 0.064 -0.187 -0.005 -0.605
O -0.792 -1.502 2.836 0.116 0.581 0.262 -0.682
C -1.477 2.227 -0.837 -0.282 -0.033 0.047 -0.292
C -0.151 2.477 -1.089 0.066 -0.105 0.235 -0.151
C 0.855 2.018 -0.227 -0.255 -0.263 0.425 -0.201
H 5.026 4.788 -4.501 0.095 0.079 -0.024 0.214
H 4.746 4.814 -2.764 0.082 0.083 0.092 0.201
H 5.512 3.411 -3.514 0.135 -0.058 0.030 0.204
H 3.402 3.000 -4.822 -0.072 0.052 -0.033 0.204
H 2.627 4.320 -3.947 -0.075 -0.014 -0.069 0.193
H 3.777 1.801 -2.663 -0.014 -0.113 0.004 0.203
H 2.075 2.038 -3.064 -0.006 -0.117 0.007 0.202
H 3.717 3.650 -1.069 -0.054 0.077 0.034 0.221
H 2.061 4.054 -1.534 0.029 0.073 0.021 0.213
H 4.191 1.806 0.400 0.098 0.034 0.017 0.232
H -1.131 0.557 2.101 -0.010 -0.060 0.033 0.257
H -3.248 1.669 2.567 -0.024 -0.095 -0.078 0.210
H -4.758 1.211 1.759 0.170 -0.064 0.076 0.226
H -2.638 -0.847 0.437 -0.105 0.079 0.116 0.427
H -3.242 -3.069 2.222 0.176 0.025 -0.099 0.256
H -1.733 -4.209 0.391 -0.122 -0.023 0.007 0.248
H -3.374 -3.714 -0.060 0.010 -0.031 0.074 0.223
H -3.654 -2.031 -2.059 -0.192 -0.015 -0.028 0.215
H -2.133 -0.621 -3.462 0.012 -0.051 0.097 0.414
H 0.580 0.081 -3.533 0.042 0.099 -0.101 0.212
H 2.707 -0.320 -2.294 0.115 0.102 -0.065 0.225
H 2.957 -2.222 0.588 -0.030 0.102 -0.054 0.489
H 0.728 -2.846 0.510 0.032 -0.097 0.135 0.223
H 0.050 -1.578 3.316 -0.103 -0.267 -0.150 0.514
H -2.246 2.566 -1.512 -0.093 0.070 -0.081 0.223
H 0.119 3.032 -1.972 0.048 0.091 -0.124 0.215
```
Positions in Å, forces in eV/Å.

---

# 3
The ion C26H26N3O3S with charge +1 at a distorted geometry. Source: OMol25; level of theory: wB97M-V/def2-TZVPD.

Values from the calculation:
Frontier orbital gap: 7.366 eV
Relative energy (zero: lowest compared OMol25 entry of this formula, charge and spin): 0.36 kcal per mole
Total energy: -1794.35170 Eh
HOMO level: -10.439 eV
Net charge: +1
SMILES: COc1ccc2nc(N(CC[NH+](C)C)C(=O)c3ccc(C(=O)c4ccccc4)cc3)sc2c1
Maximum force: 0.0272 Eh/bohr

Structure (XYZ):
```
59
Properties=species:S:1:pos:R:3:forces:R:3:nbo_charge:R:1
C -0.904 6.780 3.555 0.087 0.235 0.120 -0.257
O -1.390 5.598 2.954 -0.183 -0.192 -0.048 -0.478
C -0.628 4.947 2.057 0.066 -0.372 -0.304 0.334
C 0.643 5.367 1.631 -0.142 0.204 0.229 -0.300
C 1.362 4.640 0.709 -0.085 -0.273 -0.151 -0.178
C 0.824 3.468 0.189 -0.869 0.344 0.658 0.128
N 1.419 2.633 -0.709 0.590 -0.716 -0.699 -0.465
C 0.691 1.613 -0.964 -0.825 0.715 0.873 0.234
N 1.050 0.647 -1.898 0.264 -0.429 -0.374 -0.467
C 1.847 1.105 -3.035 0.048 -0.006 -0.317 -0.245
C 1.022 1.289 -4.310 0.203 0.470 0.431 -0.233
N 0.746 -0.019 -4.953 -0.078 -0.487 0.488 -0.404
C -0.548 -0.048 -5.643 -0.581 -0.044 -0.273 -0.415
C 1.828 -0.430 -5.855 0.502 -0.207 -0.363 -0.419
C 0.704 -0.666 -1.787 0.074 0.080 -0.096 0.723
O 0.709 -1.399 -2.789 0.028 -0.161 0.103 -0.644
C 0.362 -1.187 -0.459 -0.053 -0.479 0.430 -0.195
C -0.656 -2.132 -0.339 0.155 0.244 -0.201 -0.145
C -0.990 -2.637 0.902 0.028 0.046 0.156 -0.196
C -0.298 -2.218 2.035 0.099 0.382 -0.270 -0.087
C -0.696 -2.655 3.412 0.027 0.099 0.089 0.533
O -0.733 -1.843 4.311 0.038 -0.091 -0.167 -0.509
C -1.044 -4.077 3.598 -0.170 -0.413 0.283 -0.120
C -0.546 -5.080 2.766 -0.026 0.194 0.100 -0.191
C -0.877 -6.401 3.004 0.005 -0.147 -0.016 -0.220
C -1.709 -6.733 4.063 0.045 0.010 -0.048 -0.172
C -2.199 -5.742 4.900 -0.017 -0.006 0.041 -0.213
C -1.861 -4.422 4.676 0.059 0.123 -0.122 -0.160
C 0.742 -1.298 1.908 -0.032 -0.087 0.062 -0.181
C 1.079 -0.789 0.673 -0.018 -0.159 -0.167 -0.113
S -0.896 1.566 -0.174 0.456 0.386 -0.145 0.379
C -0.460 3.055 0.618 0.364 0.096 -0.228 -0.203
C -1.185 3.775 1.538 -0.037 0.284 0.268 -0.260
H -0.733 7.565 2.813 0.002 -0.039 0.019 0.181
H 0.015 6.593 4.117 -0.027 -0.001 -0.033 0.183
H -1.687 7.098 4.241 0.097 0.015 -0.047 0.212
H 1.074 6.270 2.029 0.016 0.093 0.060 0.231
H 2.339 4.962 0.388 0.128 0.064 -0.023 0.229
H 2.284 2.058 -2.731 -0.014 -0.172 -0.118 0.279
H 2.654 0.386 -3.200 -0.002 0.094 0.029 0.221
H 1.554 1.935 -5.010 -0.071 -0.095 -0.048 0.232
H 0.075 1.767 -4.052 0.037 -0.065 -0.085 0.233
H 0.722 -0.730 -4.099 -0.043 0.485 -0.544 0.480
H -0.712 -1.034 -6.071 0.080 -0.010 0.016 0.233
H -1.352 0.160 -4.940 0.078 0.029 0.066 0.230
H -0.572 0.693 -6.442 0.079 0.019 0.046 0.223
H 1.867 0.225 -6.725 -0.073 0.048 0.065 0.222
H 2.786 -0.393 -5.341 -0.033 0.026 0.072 0.228
H 1.658 -1.451 -6.189 -0.060 0.008 0.051 0.235
H -1.192 -2.444 -1.222 -0.057 -0.047 -0.077 0.230
H -1.803 -3.341 0.997 -0.050 -0.076 0.001 0.239
H 0.122 -4.830 1.954 0.018 -0.014 -0.064 0.216
H -0.483 -7.177 2.365 0.038 -0.062 -0.041 0.221
H -1.968 -7.765 4.240 -0.025 -0.090 0.011 0.223
H -2.839 -6.002 5.729 -0.059 -0.020 0.066 0.225
H -2.225 -3.635 5.319 -0.022 0.052 0.061 0.235
H 1.273 -0.985 2.794 0.035 0.036 0.077 0.243
H 1.897 -0.090 0.582 0.051 0.086 0.021 0.220
H -2.160 3.462 1.872 -0.144 -0.009 0.078 0.239
```
Positions in Å, forces in eV/Å.

---

# 4
A structure of composition C26H27AlN5OSbSe4 at a distorted geometry. Source: OMol25; level of theory: wB97M-V/def2-TZVPD.

Values from the calculation:
Frontier orbital gap: 3.590 eV
Total energy: -11444.57158 Eh
HOMO level: -5.121 eV
Net charge: 0
Maximum force: 0.0590 Eh/bohr

Structure (XYZ):
```
65
Properties=species:S:1:pos:R:3:forces:R:3:nbo_charge:R:1
Al 0.117 0.708 -0.833 -0.864 1.345 0.359 1.563
C 2.980 0.679 0.838 -0.401 0.134 -0.151 -0.264
N 2.742 1.008 -0.572 -0.170 -0.022 0.195 -0.616
C 3.081 2.353 -1.027 -0.408 -0.125 0.207 -0.263
C 1.828 3.170 -1.137 -0.135 0.109 0.029 0.411
N 0.613 2.679 -1.072 -0.011 -0.338 -0.161 -0.630
C -0.273 3.784 -1.172 -0.046 -0.298 0.012 0.155
C -1.664 3.852 -1.124 -0.017 -0.189 0.076 -0.209
C -2.236 5.105 -1.222 0.173 0.276 0.088 -0.177
C -1.452 6.262 -1.373 0.026 -0.071 -0.015 -0.183
C -0.067 6.203 -1.420 -0.083 0.130 -0.004 -0.261
C 0.490 4.939 -1.310 0.358 -0.102 -0.009 0.086
N 1.823 4.503 -1.285 -0.214 0.226 -0.002 -0.509
C 1.695 0.707 1.627 -0.170 0.006 0.222 0.427
N 0.506 0.833 1.098 -0.184 -0.174 -0.180 -0.650
C -0.432 0.797 2.153 0.039 0.041 -0.390 0.161
C -1.823 0.912 2.125 0.139 0.010 -0.130 -0.220
C -2.468 0.837 3.341 0.146 -0.128 0.354 -0.190
C -1.758 0.644 4.542 0.092 0.004 -0.131 -0.183
C -0.378 0.534 4.569 0.014 0.008 0.151 -0.255
C 0.263 0.625 3.340 0.352 -0.050 -0.084 0.086
N 1.616 0.573 2.967 -0.066 0.028 0.101 -0.513
H 3.693 1.367 1.291 0.126 0.113 0.077 0.213
H 3.410 -0.317 0.914 0.035 -0.125 -0.038 0.233
H 3.165 0.318 -1.164 0.134 -0.161 -0.115 0.395
H 3.570 2.297 -1.995 0.047 -0.031 -0.183 0.233
H 3.775 2.847 -0.347 0.123 0.075 0.099 0.206
H -2.274 2.957 -1.032 0.120 0.237 -0.051 0.283
H -3.319 5.175 -1.200 0.167 -0.028 0.002 0.273
H -1.945 7.225 -1.467 0.077 -0.127 0.047 0.221
H 0.545 7.092 -1.531 -0.076 -0.081 0.000 0.216
H 2.633 5.087 -1.367 0.120 0.073 0.003 0.421
H -2.366 1.053 1.189 0.166 -0.118 0.259 0.294
H -3.546 0.939 3.364 0.090 -0.032 -0.062 0.263
H -2.305 0.586 5.474 -0.005 -0.001 -0.025 0.222
H 0.164 0.389 5.498 -0.052 0.031 -0.111 0.221
H 2.396 0.459 3.587 0.097 0.015 0.100 0.424
Se -6.852 2.224 0.738 -0.190 -0.154 -0.473 -0.417
Sb -5.016 1.527 -1.167 -0.681 0.251 0.553 0.783
Se -1.966 0.280 -1.466 0.536 -0.167 -0.186 -1.001
Se -4.588 2.344 1.303 0.183 0.208 -0.182 -0.501
Se -4.839 3.460 -2.569 -0.170 -0.132 -0.212 -0.840
C -0.406 -7.246 -0.073 -0.021 -0.007 -0.021 -0.641
C 0.023 -5.858 -0.449 0.090 0.008 -0.113 0.090
C -0.264 -4.780 0.379 -0.019 -0.102 0.008 -0.243
C 0.089 -3.484 0.048 0.096 0.186 -0.220 0.117
C -0.253 -2.377 1.005 -0.114 0.088 -0.075 -0.661
C 0.761 -3.272 -1.188 0.006 -0.677 0.061 -0.180
C 1.099 -1.975 -1.662 0.440 -2.207 -1.736 0.471
O 0.849 -0.947 -1.103 0.162 2.467 1.761 -0.705
C 1.074 -4.367 -2.042 -0.018 0.213 0.021 0.085
C 1.783 -4.197 -3.370 -0.074 0.064 0.066 -0.652
C 0.702 -5.632 -1.652 -0.127 -0.210 0.147 -0.251
H -0.612 -7.326 0.994 0.013 0.010 -0.058 0.225
H 0.355 -7.978 -0.344 -0.023 0.010 0.013 0.225
H -1.321 -7.509 -0.612 0.034 0.008 0.027 0.240
H -0.791 -4.953 1.311 0.024 -0.006 -0.017 0.218
H -0.749 -2.781 1.887 0.022 -0.008 -0.041 0.225
H -0.920 -1.635 0.538 0.093 -0.197 0.061 0.284
H 0.648 -1.849 1.329 -0.027 -0.035 -0.008 0.203
H 1.573 -1.893 -2.646 0.046 -0.214 -0.061 0.148
H 1.211 -3.569 -4.059 0.040 -0.057 0.068 0.234
H 1.915 -5.166 -3.846 -0.008 0.004 0.036 0.230
H 2.774 -3.752 -3.251 -0.044 -0.016 -0.006 0.217
H 0.926 -6.473 -2.300 -0.009 0.013 0.049 0.213
```
Positions in Å, forces in eV/Å.